Here is a molecular structure, H7O6Ti in a non-equilibrium geometry from the Open Molecules 2025 dataset. Energies are from ωB97M-V with the def2-TZVPD basis set.

For the molar mass, the calculation gives 150.917 g/mol. The calculation puts the HOMO-LUMO gap at 0.1457 Ha.

ORCA input file:
```
! RIJCOSX wB97M-V def2-TZVPD def2/J DEFGRID3
* xyz -1 1
Ti 0.8092 -0.7964 1.8995
O -1.3574 1.2934 1.3672
H 0.4404 0.5372 0.9466
O -0.1934 3.4524 1.7516
H -1.8697 -0.6669 -0.5899
O 2.9067 2.0889 -1.1059
H 1.0689 -4.0650 -0.2516
O -0.8174 -1.4707 0.3467
H -0.9845 -3.0810 -1.5084
O 2.1111 1.8001 0.8895
H -1.9054 1.0644 -0.2718
O 0.8287 -1.7126 -0.7654
H -1.1668 0.3355 -1.8956
H 0.1296 1.2208 -0.8125
*
```